Record 1
Below is 5 unconnected molecules or ions with the total composition C17H24Cl8O6 in a non-equilibrium geometry, with properties calculated with ωB97M-V/def2-TZVPD.

Last column: Löwdin charge in e.
Geometry (Å):
C  -0.32  -4.39  3.14  0.018
C  -0.69  -5.21  1.93  -0.510
O  -1.51  -6.11  2.02  0.093
O  -0.11  -4.97  0.74  0.010
C  0.33  -3.63  0.52  -0.222
C  -0.81  -2.67  0.18  -0.153
C  -0.65  -1.30  0.84  -0.167
C  -1.14  -0.12  -0.07  -0.081
C  -0.08  0.91  0.00  -0.083
C  0.17  1.89  0.88  -0.060
C  -0.74  2.43  1.92  -0.051
C  -0.81  1.60  3.18  -0.326
C  0.41  1.68  4.02  0.013
O  -0.01  0.49  3.22  -0.070
C  1.59  2.22  0.62  -0.360
O  2.42  2.17  1.50  0.154
O  1.91  2.02  -0.71  0.135
C  0.92  1.12  -1.11  -0.402
O  0.66  1.00  -2.27  0.132
H  -0.74  -3.39  3.09  0.082
H  -0.75  -4.89  3.99  0.087
H  0.76  -4.29  3.25  0.090
H  0.97  -3.26  1.32  0.105
H  0.96  -3.68  -0.36  0.066
H  -0.85  -2.61  -0.91  0.059
H  -1.72  -3.14  0.54  0.126
H  0.39  -1.17  1.08  0.087
H  -1.17  -1.29  1.79  0.105
H  -1.18  -0.53  -1.06  0.088
H  -2.09  0.22  0.31  0.127
H  -0.41  3.42  2.22  0.133
H  -1.74  2.52  1.52  0.128
H  -1.75  1.58  3.69  0.139
H  0.44  1.18  4.97  0.114
H  1.27  2.07  3.51  0.092
Cl  4.15  6.69  2.00  0.509
C  3.23  5.88  0.73  -1.033
Cl  1.97  6.93  0.06  0.495
H  3.91  5.59  -0.06  0.028
H  2.76  5.00  1.16  -0.001
Cl  1.01  -2.23  -3.13  0.553
C  2.53  -1.53  -2.57  -0.954
Cl  2.65  -1.66  -0.82  0.625
H  3.36  -2.05  -3.03  0.032
H  2.55  -0.48  -2.84  0.016
Cl  -3.22  4.34  -2.06  0.504
C  -2.34  3.10  -2.97  -1.020
Cl  -3.16  1.54  -2.91  0.516
H  -2.27  3.42  -4.01  0.027
H  -1.35  2.99  -2.54  0.007
Cl  -2.87  -2.69  -6.46  0.515
C  -1.84  -1.78  -5.35  -1.027
Cl  -2.11  -2.25  -3.67  0.486
H  -0.81  -1.97  -5.60  0.008
H  -2.07  -0.73  -5.45  0.019

Summary:
- Structure (SMILES): CC(=O)OCCCCC1=C(C[C@@H]2CO2)C(=O)OC1=O.ClCCl.ClCCl.ClCCl.ClCCl
- Calculated total energy: -130480.2400 eV
- HOMO-LUMO gap: 0.3403 hartree

Record 2
Below is 2 unconnected molecules or ions with the total composition C2HNO3 in a non-equilibrium geometry, with properties calculated with ωB97M-V/def2-TZVPD.

Last column: Löwdin charge in e.
Geometry (Å):
C  0.94  -0.56  -0.01  0.061
C  -0.43  1.01  0.05  -0.423
N  -1.29  0.14  -0.13  0.002
O  -0.01  2.11  0.03  0.085
O  -1.51  -1.05  0.03  -0.018
O  0.44  -1.61  0.04  0.155
H  1.87  -0.03  -0.01  0.138

Summary:
- Calculated total energy: -9717.0316 eV
- HOMO-LUMO gap: 0.2988 hartree

Record 3
Below is 2 unconnected molecules or ions with the total composition C2H4OS in a non-equilibrium geometry, with properties calculated with ωB97M-V/def2-TZVPD.

Last column: Löwdin charge in e.
Geometry (Å):
C  0.14  0.49  -0.70  -0.319
C  0.35  -0.84  1.41  0.135
O  -0.96  1.79  -2.57  -0.622
S  -0.97  1.66  -1.06  0.786
H  0.42  -0.27  -1.49  0.011
H  1.13  -1.35  0.99  -0.044
H  0.46  0.03  2.07  0.018
H  -0.55  -1.52  1.34  0.035

Summary:
- Calculated total energy: -15015.9523 eV
- HOMO-LUMO gap (alpha / beta): 0.2988 / 0.2939 hartree